# 1
Below is a molecular structure, H8NaO4, with properties calculated with ωB97M-V with the def2-TZVPD basis set.

```
13
Properties=species:S:1:pos:R:3:forces:R:3:nbo_charge:R:1
H -16.295153 -6.952406 13.504046 0.1 0.0 -0.3 0.4896
H -18.806714 -9.501256 13.099431 0.2 -0.1 0.0 0.5019
H -12.746979 -9.495841 14.841064 0.0 -0.3 -0.1 0.4970
H -15.376378 -8.433646 17.097971 -0.1 -0.1 -0.2 0.4995
Na -15.747843 -9.753936 14.190827 0.1 0.4 0.0 0.9692
H -16.811709 -8.168474 16.616066 0.2 -0.1 0.0 0.4942
O -15.983967 -8.602615 16.364755 -0.1 0.1 -0.1 -0.9867
H -18.610960 -10.562605 14.189873 0.0 0.2 -0.2 0.4935
O -18.128535 -9.927592 13.639290 0.0 -0.2 0.3 -0.9882
O -13.324004 -10.242620 14.627609 -0.3 0.1 0.2 -0.9834
H -16.175502 -7.509990 12.065691 0.1 0.1 0.2 0.4942
O -15.806688 -7.583876 12.957200 -0.2 -0.3 0.2 -0.9758
H -13.067438 -10.964006 15.219336 0.1 0.2 -0.2 0.4951
```
Forces are in eV/Å.

Computed properties:
- Highest occupied orbital energy: -0.58387 Eh
- Lowest unoccupied orbital energy: -3.5 eV
- Total charge: +1
- Kohn-Sham gap: 12.43 eV

***

# 2
Below is 4 unconnected molecules or ions with the total composition H8O4 at a distorted geometry, with properties calculated with ωB97M-V with the def2-TZVPD basis set.

```
12
Properties=species:S:1:pos:R:3:forces:R:3:nbo_charge:R:1
H -2.610076 -1.555153 -1.045229 0.0 -0.1 -0.2 0.4463
H 1.557220 -0.794966 2.578534 0.2 0.0 0.0 0.4428
H 0.705842 -0.364147 1.403187 -0.1 -0.2 -0.7 0.4883
O 0.359048 1.878886 -1.162446 -0.1 -1.0 -0.1 -1.3913
O 0.732102 -0.361761 2.360018 -0.1 0.1 1.4 -0.9985
H -0.218453 2.614166 -1.367582 -0.6 0.6 -0.1 0.4161
H -1.476156 -1.205839 -0.104970 0.7 0.3 0.0 0.4940
H 0.652831 0.265897 -0.452171 -0.4 1.1 -0.6 0.4899
O 0.476332 -0.650204 -0.238044 -0.2 -1.1 0.2 -1.1370
O -2.375286 -0.965530 -0.328672 -0.8 -0.1 0.1 -0.9678
H 1.152766 2.286537 -0.815947 0.9 0.6 0.2 0.2987
H 1.043828 -1.147885 -0.826679 0.4 -0.2 -0.2 0.4184
```
Forces are in eV/Å.

Computed properties:
- Highest occupied orbital energy (alpha / beta): 0.02689 / -0.26984 Eh
- Lowest unoccupied orbital energy (alpha / beta): 3.9 / 4.0 eV
- 2S+1: 2
- Total charge: -1
- Kohn-Sham gap (alpha / beta): 3.14 / 11.30 eV

***

# 3
Below is 4 unconnected molecules or ions with the total composition H8O4 at a distorted geometry, with properties calculated with ωB97M-V with the def2-TZVPD basis set.

```
12
Properties=species:S:1:pos:R:3:forces:R:3:nbo_charge:R:1
O 1.645330 -19.069730 1.790940 0.3 -0.7 -1.1 -1.2283
H 2.972280 -18.045860 5.261320 0.5 0.4 -0.4 0.3643
H 0.747770 -18.755790 1.681120 -0.7 0.2 0.1 0.4121
H 2.416300 -19.299040 -1.372890 0.0 -0.2 0.0 0.4527
O 2.177660 -18.490190 5.556930 -0.2 -1.0 0.2 -1.2528
H 1.615000 -17.786260 5.879610 -0.4 0.5 0.1 0.3632
O 2.244980 -18.424830 -1.022690 0.0 0.3 -0.7 -0.9817
H 2.320770 -20.978210 1.817550 -0.3 0.7 0.0 0.4941
O 2.700460 -21.806380 2.111150 0.4 -0.7 -0.2 -0.9889
H 1.924780 -18.708280 2.632070 0.3 0.5 1.0 0.4123
H 2.101420 -18.565110 -0.086770 0.0 -0.1 0.8 0.4950
H 2.339410 -21.938520 2.987740 -0.1 0.1 0.2 0.4582
```
Forces are in eV/Å.

Computed properties:
- Highest occupied orbital energy (alpha / beta): 0.02300 / -0.27123 Eh
- Lowest unoccupied orbital energy (alpha / beta): 3.9 / 3.9 eV
- 2S+1: 2
- Total charge: -1
- Kohn-Sham gap (alpha / beta): 3.30 / 11.25 eV

***

# 4
Below is 4 unconnected molecules or ions with the total composition H8O4, with properties calculated with ωB97M-V with the def2-TZVPD basis set.

```
12
Properties=species:S:1:pos:R:3:forces:R:3:nbo_charge:R:1
H -1.166717 -0.556976 0.431203 0.0 -0.1 0.4 0.4921
H 0.347427 0.077648 -2.342210 -0.1 -0.1 0.3 0.4728
H -0.685688 -0.596382 3.308896 0.2 -0.1 0.1 0.4729
O 0.739965 -0.012881 -3.210515 -0.1 -0.1 -0.3 -0.9371
H -2.163823 -0.305971 3.158266 -0.3 0.0 0.1 0.4704
H 1.122367 0.083658 -0.219947 -0.5 0.0 0.0 0.4820
O -0.840862 -0.117038 -0.353968 0.2 -0.1 -0.4 -0.9649
O -1.298415 0.038185 2.937243 0.0 0.1 -0.4 -0.9415
H -1.452353 0.605674 -0.495366 -0.1 0.3 0.0 0.4827
O 2.065272 0.247444 -0.201664 0.4 0.2 0.0 -0.9522
H 2.399326 -0.347996 0.469218 0.2 -0.1 0.1 0.4596
H 0.933501 0.884635 -3.481155 0.1 0.2 -0.1 0.4632
```
Forces are in eV/Å.

Computed properties:
- Highest occupied orbital energy: -0.39476 Eh
- Structure (SMILES): O.O.O.O
- Lowest unoccupied orbital energy: 0.2 eV
- Total charge: 0
- Kohn-Sham gap: 10.98 eV

***

no.,energy (hartree)
1,-467.91711
2,-305.71932
3,-305.72810
4,-305.74666